[1]
{"formula": "C22H30N6OS", "method": "ωB97M-V with the def2-TZVPD basis set", "elements": ["S", "O", "N", "N", "N", "N", "N", "N", "C", "C", "C", "C", "C", "C", "C", "C", "C", "C", "C", "C", "C", "C", "C", "C", "C", "C", "C", "C", "C", "C", "H", "H", "H", "H", "H", "H", "H", "H", "H", "H", "H", "H", "H", "H", "H", "H", "H", "H", "H", "H", "H", "H", "H", "H", "H", "H", "H", "H", "H", "H"], "coordinates": [[-1.4037, 1.8172, -2.4375], [1.6335, -0.4635, -3.1782], [-2.6841, 0.9910, 2.1925], [-0.4528, -0.1581, -0.9427], [-2.0615, 1.2871, 0.0045], [1.5890, 1.5104, -2.0356], [0.5509, -1.7251, 0.4216], [-1.0748, -0.4016, 1.3305], [4.3766, 0.5555, 0.9337], [-5.1853, 0.6090, 3.5258], [-5.0935, 1.3592, 2.1989], [1.0811, 0.5714, -2.8758], [0.4695, -3.8578, 1.6004], [4.7340, 0.4549, -0.3983], [1.3552, -2.2576, -0.6505], [3.8521, 0.7911, -1.4186], [-3.7107, 1.9959, 2.0541], [-0.2373, 0.9506, -3.5322], [-2.7095, 0.2606, 3.4355], [4.2830, 0.7247, -2.8482], [1.0794, -3.7519, -0.8155], [0.7656, -2.3616, 1.6988], [3.1216, 1.0294, 1.2756], [2.5717, 1.2179, -1.0606], [-1.9344, 0.6003, 1.1551], [1.3250, -4.4826, 0.5016], [-4.0650, -0.4248, 3.6155], [-1.2954, 0.8508, -0.9692], [2.2264, 1.3638, 0.2785], [-0.3469, -0.7518, 0.2667], [1.7225, -4.1481, -1.6016], [-0.0608, 1.6354, -4.3631], [-5.0913, 1.3186, 4.3516], [5.3632, 0.6258, -2.9191], [-0.5875, -3.9968, 1.3653], [5.7258, 0.1140, -0.6595], [-6.1565, 0.1185, 3.6136], [1.0868, -5.5428, 0.3961], [2.3805, -4.3995, 0.7718], [-3.5659, 2.7482, 2.8389], [-4.1920, -1.1709, 2.8287], [-5.8588, 2.1345, 2.1434], [-3.5933, 2.4642, 1.0772], [-0.7059, 0.0414, -3.9081], [5.0816, 0.2812, 1.7046], [0.0409, -3.8912, -1.1223], [-4.0907, -0.9358, 4.5791], [1.1318, -1.7226, -1.5699], [1.2424, 1.7310, 0.5361], [-1.8994, -0.4676, 3.4150], [3.8149, -0.1265, -3.3406], [0.1197, -1.8787, 2.4311], [2.4125, -2.0994, -0.4032], [-5.2516, 0.6633, 1.3729], [1.8142, -2.2112, 1.9859], [3.9696, 1.6225, -3.3789], [2.8364, 1.1327, 2.3118], [0.9353, 2.2391, -1.7688], [-2.5416, 0.9677, 4.2570], [0.6713, -4.3323, 2.5620]], "atomic_forces_ev_per_a": [[-0.013, 0.164, -0.308], [0.106, -0.070, -0.102], [-0.080, 0.066, 0.143], [-0.062, -0.233, -0.127], [-0.328, 0.350, -0.050], [0.192, 0.571, 0.081], [0.062, -0.097, 0.137], [-0.111, -0.090, 0.210], [0.048, -0.030, 0.092], [-0.071, -0.223, -0.233], [0.136, 0.157, 0.251], [-0.127, 0.050, -0.435], [0.310, 0.098, -0.002], [-0.040, -0.022, 0.034], [-0.014, -0.142, -0.597], [-0.061, 0.033, -0.035], [-0.379, 0.234, -0.294], [-0.439, -0.063, 0.338], [0.033, -0.456, 0.243], [0.007, -0.145, -0.079], [0.269, 0.089, 0.190], [-0.237, -0.208, 0.463], [0.010, 0.034, 0.069], [0.198, -0.186, 0.151], [0.522, -0.027, -0.403], [-0.322, -0.084, -0.095], [0.066, 0.270, 0.154], [0.118, -0.268, -0.024], [-0.032, -0.012, -0.083], [-0.266, 0.329, 0.054], [-0.014, -0.007, -0.073], [0.007, -0.019, 0.000], [-0.040, 0.035, 0.074], [0.085, 0.058, -0.004], [-0.079, -0.005, 0.041], [0.093, -0.021, -0.048], [-0.025, 0.045, 0.077], [0.086, -0.034, 0.023], [0.080, -0.041, 0.020], [-0.009, 0.011, -0.044], [0.021, -0.086, -0.014], [-0.032, 0.014, -0.059], [-0.036, 0.045, 0.231], [0.205, 0.050, 0.016], [0.065, -0.016, 0.060], [-0.051, 0.000, -0.077], [0.016, -0.064, 0.003], [0.124, -0.060, 0.165], [-0.143, -0.008, 0.006], [-0.086, 0.146, 0.121], [0.058, 0.047, -0.056], [0.210, -0.093, -0.036], [0.001, 0.046, -0.044], [-0.029, 0.001, -0.085], [-0.028, 0.018, 0.018], [0.003, 0.050, -0.092], [-0.026, 0.015, 0.090], [0.071, -0.165, -0.095], [0.025, -0.044, -0.006], [-0.047, -0.004, 0.044]], "smiles": "Cc1ccccc1NC(=O)CSc1nc(N2CCCCC2)nc(N2CCCCC2)n1"}

***

[2]
{"formula": "C6H33NO9S", "method": "ωB97M-V with the def2-TZVPD basis set", "elements": ["S", "O", "O", "O", "O", "O", "O", "O", "O", "O", "N", "C", "C", "C", "C", "C", "C", "H", "H", "H", "H", "H", "H", "H", "H", "H", "H", "H", "H", "H", "H", "H", "H", "H", "H", "H", "H", "H", "H", "H", "H", "H", "H", "H", "H", "H", "H", "H", "H", "H"], "coordinates": [[0.2010, -1.3028, 3.3763], [-2.4054, -1.8788, 0.5256], [0.6138, 3.5297, 0.2611], [3.7425, -0.2585, -0.2450], [1.7309, -1.8447, -1.0316], [1.5261, -1.5230, -3.7250], [0.0909, -3.5453, 0.6004], [-2.9802, 2.2962, 1.2473], [-4.2432, 0.0361, 0.4870], [3.3685, 2.6662, -0.4967], [-0.4244, 0.2359, 0.5182], [-0.8469, 1.5553, -3.0933], [-0.3038, 1.1719, -0.7717], [1.3738, -0.3754, 2.2465], [-0.7384, 0.4577, -2.0692], [-1.9521, -0.4619, -1.9878], [0.7704, 0.6379, 1.3695], [1.6535, -2.8704, -0.7637], [3.9246, 2.0266, -0.0910], [-1.0304, 1.0496, -4.1951], [-0.9026, -0.9841, 2.6931], [1.1061, 2.8199, -0.0066], [-3.9336, 0.9663, 0.2695], [-2.2110, 1.8743, 0.9687], [2.1403, 0.2117, 3.0108], [-1.7677, 2.2629, -2.8316], [4.2703, -0.5836, -0.9386], [-0.6367, -0.7123, 0.2006], [1.6225, -1.6610, -2.7876], [0.8889, -1.4929, -0.5702], [2.3806, -1.7041, -4.0313], [1.6045, 0.9139, 0.7478], [0.6813, 1.6645, -0.7827], [3.8525, 3.2075, -1.0967], [0.0467, 2.0806, -3.2776], [0.3992, -3.3245, 1.4619], [-2.7564, 0.0570, -1.3606], [-3.0026, 2.5328, 2.0589], [-2.2456, -0.8882, -2.9270], [-1.0258, 2.0890, -0.6434], [-1.6154, -1.4028, -1.4897], [-0.8009, -3.1305, 0.5936], [-3.0929, -2.4019, 0.3005], [0.4036, 1.6241, 1.6787], [1.9289, -1.2080, 1.7981], [-2.7785, -1.0684, 0.6968], [2.9721, -0.7228, -0.4185], [-4.7727, 0.2194, 1.2973], [1.0796, 4.3470, -0.0577], [0.0031, -0.3340, -2.3031]], "atomic_forces_ev_per_a": [[0.191, 0.465, -0.220], [5.004, -1.445, 1.043], [-1.557, 4.805, 0.958], [1.854, 2.071, 1.699], [-2.165, -2.740, 1.981], [-1.629, 0.427, -0.281], [-1.021, 0.112, -1.163], [-2.437, -0.984, -8.394], [-0.542, 1.659, 0.467], [-1.792, 0.598, 0.188], [1.092, 2.201, -1.969], [-3.205, -1.152, -3.044], [-2.905, -0.426, 1.694], [1.369, 0.217, 4.213], [1.293, -0.725, 0.230], [-0.128, 0.352, 2.325], [-1.594, -0.091, -2.036], [0.082, 3.278, -0.720], [0.871, -0.993, 0.219], [0.018, 1.254, 2.663], [-0.135, -0.039, -0.060], [2.515, -2.043, -0.929], [-0.471, -1.398, 0.498], [2.470, -1.127, -0.066], [-1.814, -1.588, -2.021], [2.048, -1.353, -0.696], [1.511, -0.371, -1.280], [0.691, 0.123, 0.510], [-0.215, -0.074, 1.006], [1.811, -0.702, -1.029], [1.887, -0.362, -1.107], [0.528, 0.013, -0.761], [-0.437, -1.348, -0.861], [0.778, 0.335, -0.508], [1.070, 1.005, 0.318], [0.485, 0.236, 1.371], [0.602, -1.161, -1.279], [0.323, 2.303, 8.521], [-0.528, 0.670, -0.830], [1.154, -1.702, -0.049], [-0.515, 0.937, 0.133], [0.477, -0.222, -0.101], [-3.466, -2.722, -1.201], [0.480, -0.492, 1.406], [-0.004, 0.821, -0.535], [-1.535, 3.420, 0.639], [-2.913, -1.530, -0.263], [0.527, -0.333, -0.814], [-0.543, -1.411, 0.564], [0.423, 1.234, -0.428]], "smiles": "CC(C)CNCCS.O.O.O.O.O.O.O.O.O"}

***

[3]
{"formula": "C22H63N9O7", "method": "ωB97M-V with the def2-TZVPD basis set", "elements": ["O", "O", "O", "O", "O", "O", "O", "N", "N", "N", "N", "N", "N", "N", "N", "N", "C", "C", "C", "C", "C", "C", "C", "C", "C", "C", "C", "C", "C", "C", "C", "C", "C", "C", "C", "C", "C", "C", "H", "H", "H", "H", "H", "H", "H", "H", "H", "H", "H", "H", "H", "H", "H", "H", "H", "H", "H", "H", "H", "H", "H", "H", "H", "H", "H", "H", "H", "H", "H", "H", "H", "H", "H", "H", "H", "H", "H", "H", "H", "H", "H", "H", "H", "H", "H", "H", "H", "H", "H", "H", "H", "H", "H", "H", "H", "H", "H", "H", "H", "H", "H"], "coordinates": [[4.0436, -0.4877, 0.5797], [1.7354, -0.7012, 2.6070], [-3.1816, 1.4814, -3.2197], [1.5031, -3.8054, 2.6336], [0.3857, -1.3808, 0.5447], [1.2684, 3.2123, -2.0920], [-2.2830, 1.1474, 3.0839], [-2.0684, -3.5925, 3.5849], [0.9434, 0.6459, 0.9225], [-0.4476, 2.0736, -1.5707], [0.1964, 2.5880, 0.8560], [-1.3086, 0.2234, -2.4589], [-2.1867, 0.7442, -5.8889], [2.6447, 0.1305, -2.9214], [0.9293, 1.1539, -2.8983], [1.6683, 1.5076, 2.6975], [-2.3188, 0.0167, -0.3024], [3.9554, -1.7151, 1.3296], [-3.0520, -0.0413, 3.1525], [-1.3571, 1.2078, -4.7822], [3.3701, 0.4833, -1.6375], [2.9026, 1.8682, -1.1470], [2.4468, -2.9497, 3.3351], [0.6244, 2.2434, -2.2487], [3.1632, -0.5725, -0.5919], [-2.0707, 2.1216, -3.8219], [-0.6215, -5.3416, 4.0822], [1.2298, -2.5138, 0.6123], [0.1232, -3.4015, 2.5438], [-0.0504, 1.7685, -5.4556], [-0.1182, -1.2280, -0.8402], [-1.4491, 3.6128, 2.4013], [-1.5934, 1.0751, 1.8636], [1.4352, 0.4061, 2.1406], [-0.6725, -3.8314, 3.8382], [-1.0083, 0.0203, -1.0518], [-0.6614, 2.3162, 2.0405], [-3.6712, 2.1699, -2.0770], [2.9156, -2.0407, 1.3580], [3.4045, -3.4699, 3.3274], [2.6699, -1.8989, 3.1501], [-2.4197, 1.6334, -6.3073], [1.7322, 1.2305, -3.5063], [4.3585, -1.5144, 2.3222], [-2.2027, -0.1225, 0.7724], [4.5387, -2.5439, 0.9283], [-2.9536, 0.8655, -0.5566], [2.4080, 1.4643, 3.3838], [0.0104, -2.3389, 2.3285], [0.6573, 0.9434, -5.5358], [-1.1095, -5.8778, 3.2683], [1.8838, 1.9611, -0.7707], [-1.3660, 2.5115, -3.0875], [3.0366, 2.4556, -2.0554], [2.2121, -3.0732, 4.3924], [-0.2528, 2.2776, -6.3980], [-0.6285, 2.7639, -0.8559], [2.1901, -2.2136, 0.1929], [-1.6125, -0.7024, -2.7248], [-1.8161, 3.6591, 3.4266], [-0.7764, -2.0576, -1.0985], [-2.7679, -0.9380, -0.5762], [3.6813, 2.1479, -0.4374], [-3.0687, 0.4052, -5.5323], [-3.5496, 0.0014, 4.1214], [-2.5898, -4.2736, 3.0517], [0.5617, 1.5739, 0.8072], [-0.7895, 1.1345, -1.4248], [1.3571, -2.7884, 1.6594], [-2.3839, 3.0675, -4.2637], [0.6055, -1.2436, -1.6552], [0.3405, 2.5523, -4.8068], [0.4019, -5.6973, 4.2008], [2.1511, -0.6608, -0.1970], [-0.8856, 0.2680, 1.6749], [0.5790, 3.5021, 1.0512], [-3.0342, 1.9321, -1.2250], [-0.4684, 2.8463, 0.1409], [0.5447, -0.1795, 0.4985], [-2.1227, 0.7979, -2.6242], [-4.5878, 1.7525, -1.6601], [-0.2600, -3.1736, 4.6033], [-0.8427, 4.5119, 2.2915], [-0.2254, -3.9462, 1.6664], [4.4236, 0.6901, -1.8257], [-2.1971, -2.7723, 3.0096], [-1.1632, -5.5600, 5.0025], [1.6645, -0.0512, -2.7597], [-2.2917, 3.6815, 1.7131], [-2.2918, -0.8089, 3.2974], [-0.4492, 0.8498, -0.6190], [-3.7136, 3.2471, -2.2382], [-1.0894, 0.3274, -4.1979], [1.6584, 2.3737, 2.1780], [-2.2243, 1.3152, 1.0077], [0.2597, 0.4048, -3.0015], [-3.7591, -0.2510, 2.3499], [3.3185, -1.5853, -0.9637], [0.0213, 2.1567, 2.8752], [0.8147, -3.4047, 0.1410], [3.0438, -0.7734, -3.1307]], "atomic_forces_ev_per_a": [[-0.300, -0.129, -0.971], [-1.170, 1.325, 0.651], [-2.236, 0.715, -0.394], [0.468, -0.630, 1.802], [-3.369, -5.970, -4.254], [1.775, 6.074, -1.692], [-0.930, -1.121, -1.107], [-1.460, 1.694, 0.051], [2.306, -4.502, 0.758], [-3.427, 6.804, 1.151], [-5.458, 10.721, 2.018], [0.661, -5.454, 1.606], [-0.304, 0.537, -0.075], [6.245, -4.807, 0.948], [-2.451, 4.130, -2.665], [4.286, 5.535, 5.609], [-0.644, -3.975, 0.016], [0.415, 0.888, -0.180], [0.614, -0.169, 2.237], [0.699, -0.894, -1.560], [-1.446, 0.986, 0.363], [2.085, -1.206, -0.232], [0.961, -2.209, 3.011], [-1.281, -1.117, -0.828], [0.964, -1.339, 1.339], [0.839, 2.830, -1.302], [0.911, 0.449, 0.815], [0.791, 0.121, -1.593], [-0.937, -1.884, 2.782], [-1.146, 0.642, 1.292], [-1.943, -0.705, -0.234], [-0.090, -0.617, -0.349], [2.305, 5.686, 1.950], [-0.406, -4.110, -5.189], [0.468, -0.780, -2.654], [-1.819, -7.177, 4.433], [-1.227, 1.859, 1.493], [0.206, 0.353, 0.491], [1.791, 0.592, 0.867], [0.008, -0.446, -0.621], [-1.047, -1.196, -0.167], [-0.432, -0.024, -0.920], [-0.594, 0.738, -0.291], [-0.111, 0.164, -0.144], [-0.521, -1.062, -1.970], [0.385, 0.021, -0.603], [0.303, -1.448, 0.827], [-0.098, 0.162, 0.243], [-0.400, -0.073, 0.850], [0.015, 0.328, -0.373], [0.120, 0.072, -0.120], [1.480, -0.492, 0.542], [-0.525, -0.480, -0.107], [0.166, 0.301, 0.698], [-0.349, 0.410, 0.376], [-0.127, -0.455, -0.223], [-0.422, -0.174, -3.584], [-1.375, -1.283, -0.607], [-0.300, -0.563, -0.413], [-0.095, -0.437, -0.125], [0.004, -0.607, 0.423], [-0.802, 0.009, -0.745], [-0.326, 0.302, 0.442], [-0.253, -0.264, 0.118], [-0.458, -0.051, -0.204], [0.574, -0.751, 0.230], [2.536, -2.325, -1.278], [0.185, 5.794, -2.594], [1.010, 1.565, -3.067], [-0.543, -0.044, -0.768], [0.835, 0.039, 0.647], [0.405, -0.127, -0.086], [-0.034, -0.073, -0.095], [0.561, 1.259, -0.669], [-0.914, -0.496, 0.744], [0.714, 0.455, -0.125], [0.361, 1.674, -0.823], [0.538, 0.298, 2.457], [1.511, 2.409, 1.112], [-0.162, -0.765, 0.701], [-0.553, 0.030, -1.056], [-0.392, -0.401, 0.589], [0.215, -0.028, -0.229], [-0.483, -0.172, 0.328], [0.073, -0.768, -0.434], [0.032, 0.504, 0.218], [-0.049, -0.090, 0.007], [2.164, -1.745, 1.025], [-0.282, 0.317, 0.015], [-0.353, -0.679, -0.450], [0.843, -3.384, 2.478], [-0.223, -0.053, -0.048], [0.077, 0.516, -1.257], [0.586, -0.640, 0.114], [0.150, 0.782, 1.340], [-0.562, 0.814, -0.281], [0.108, 0.264, -0.177], [0.557, -0.155, -0.920], [-1.116, -0.188, -0.276], [-0.158, 0.147, -0.501], [0.801, -0.588, -0.581]]}

***

[4]
{"formula": "C4H11N5O3S", "method": "ωB97M-V with the def2-TZVPD basis set", "elements": ["S", "O", "O", "O", "N", "N", "N", "N", "N", "C", "C", "C", "C", "H", "H", "H", "H", "H", "H", "H", "H", "H", "H", "H"], "coordinates": [[-2.9419, 0.1919, -0.0238], [-3.3550, 1.4737, 0.5117], [-3.3866, -0.2778, -1.3236], [-3.3987, -0.9879, 1.0404], [1.2190, 0.3225, -1.6665], [1.3591, -2.3803, 0.1944], [-0.3807, 1.3074, -0.2006], [1.7302, 2.2770, -0.3586], [1.5703, 0.1011, 0.6449], [-1.1671, 0.0893, 0.0298], [1.0824, 1.0325, -0.3939], [0.8062, -1.1390, 0.9216], [-0.6238, -0.9609, 0.6624], [1.1605, 2.9122, 0.2095], [-3.3616, -1.8065, 0.6048], [2.2069, 0.0712, -1.9725], [0.8419, -1.2897, 1.9715], [2.4392, 2.2029, 0.3229], [-0.7498, 1.8595, -0.9727], [2.3013, -2.5682, 0.4011], [1.6838, 0.6383, 1.4465], [-1.1670, -1.7522, 1.0623], [1.3011, -2.1630, -0.7231], [0.8304, 0.8461, -2.3886]], "atomic_forces_ev_per_a": [[-1.013, -0.126, -0.234], [0.450, -1.840, -0.570], [0.424, 0.695, 1.191], [0.366, 3.490, 0.417], [2.144, -1.673, 0.747], [-2.425, 1.127, 4.041], [-0.859, -1.632, -0.301], [-0.342, 1.840, 0.826], [-0.213, -0.281, -1.821], [1.523, 0.874, 1.518], [-1.520, -2.814, -0.526], [2.001, -0.107, -1.944], [-0.103, 0.860, -1.591], [-0.547, 0.057, -0.718], [-0.062, -1.947, -1.270], [-1.627, 0.698, 1.079], [0.613, -0.413, 1.044], [2.040, -0.382, 0.313], [0.021, -0.075, 0.133], [1.319, 0.064, 0.671], [0.181, 0.812, 1.920], [-1.278, -1.043, 0.272], [-0.298, 0.709, -3.746], [-0.796, 1.106, -1.452]], "smiles": "N[C@@H]1C=C(S(=O)(=O)O)NC(N)(N)N1"}

***

[5]
{"formula": "C3H2O2Tl", "method": "ωB97M-V with the def2-TZVPD basis set", "elements": ["Tl", "O", "O", "C", "C", "C", "H", "H"], "coordinates": [[3.4877, -0.2430, -0.7308], [-0.8644, 0.1795, -0.5569], [1.3403, -0.0473, -0.6265], [0.2646, -0.5812, -0.5716], [-1.1945, 0.5700, 0.7049], [-1.3573, 1.8483, 0.9970], [-1.7728, -0.0557, 1.4103], [0.0962, -1.6707, -0.6264]], "atomic_forces_ev_per_a": [[2.905, -0.148, -0.142], [1.154, -1.629, -0.819], [-2.015, 0.015, 0.243], [-1.252, 0.396, -0.594], [-1.715, 1.620, 1.266], [0.373, -0.309, 0.180], [0.491, -0.216, -0.224], [0.060, 0.271, 0.090]], "total_charge": 1}

***

The calculation returns the following energy relative to the best compared isomer or geometry (same formula, charge and spin) values, one per record and in order: 0.0, 116.4, 694.8, 9.6, 89.2 kcal/mol.